# 1
Density functional theory data (the ωB97M-V functional and the def2-TZVPD basis) for a 15-piece molecular cluster, C55H148N22O23 overall at a distorted geometry.

The maximum force comes out at 3.7 eV/Å. The HOMO-LUMO gap is 0.319 hartree. For the molar mass, the calculation gives 1485.9 g mol⁻¹. The value obtained for the energy above the lowest of the compared OMol25 structures with the same formula, charge and spin is 0.0 kcal per mole. For the HOMO energy, the calculation gives -0.310 Eh.

ORCA input file:
```
! RIJCOSX wB97M-V def2-TZVPD def2/J DEFGRID3
* xyz 0 1
C -4.916 10.021 -1.858
O -4.980 9.127 -2.960
C -3.890 9.226 -3.883
C -2.540 8.800 -3.234
N -2.711 7.534 -2.480
C -3.225 6.374 -3.268
C -3.574 5.292 -2.243
O -4.513 5.786 -1.239
C -5.894 5.832 -1.708
H -3.934 9.837 -1.339
H -5.719 9.698 -1.154
H -4.971 11.063 -2.115
H -3.894 10.249 -4.235
H -4.233 8.608 -4.713
H -2.216 9.545 -2.510
H -1.758 8.698 -3.987
H -3.505 7.793 -1.892
H -2.509 6.019 -4.056
H -4.182 6.629 -3.787
H -2.646 5.055 -1.703
H -3.997 4.360 -2.609
H -6.029 6.692 -2.401
H -6.547 6.016 -0.856
H -6.254 4.928 -2.210
C 2.189 -3.822 0.908
O 1.309 -2.872 0.315
C 1.253 -1.735 1.123
C 0.333 -0.739 0.417
N -0.951 -1.316 0.118
C -1.808 -0.415 -0.596
C -2.235 0.795 0.101
O -1.249 1.823 0.050
C -1.750 3.045 0.562
H 2.463 -4.563 0.160
H 1.702 -4.316 1.761
H 3.107 -3.292 1.235
H 2.281 -1.314 1.218
H 0.929 -1.987 2.142
H 0.900 -0.413 -0.469
H 0.267 0.123 1.099
H -0.824 -2.125 -0.489
H -2.723 -0.994 -0.796
H -1.426 -0.104 -1.592
H -2.502 0.549 1.126
H -3.128 1.171 -0.405
H -2.009 2.963 1.637
H -2.693 3.300 0.070
H -1.071 3.871 0.394
C -1.983 4.383 4.659
O -1.080 4.752 5.696
C -1.145 6.199 5.926
C -0.263 6.535 7.068
N 1.148 6.321 6.761
C 1.982 6.555 7.916
C 3.483 6.556 7.513
O 3.713 5.290 6.900
C 5.045 5.204 6.435
H -3.034 4.653 4.856
H -1.957 3.294 4.492
H -1.692 4.856 3.704
H -2.186 6.417 6.251
H -0.977 6.742 4.972
H -0.567 6.086 8.020
H -0.434 7.629 7.164
H 1.284 5.370 6.489
H 1.904 5.791 8.723
H 1.724 7.519 8.394
H 4.125 6.641 8.420
H 3.697 7.404 6.844
H 5.810 5.489 7.190
H 5.172 5.770 5.505
H 5.148 4.157 6.204
C 1.339 2.064 -3.343
O 0.517 2.672 -4.330
C 0.914 2.245 -5.624
C -0.338 2.083 -6.465
N -1.125 3.293 -6.601
C -1.881 3.481 -7.862
C -2.664 4.760 -7.847
O -3.697 4.647 -8.804
C -4.287 5.876 -8.994
H 2.403 2.394 -3.423
H 1.251 0.967 -3.412
H 0.896 2.452 -2.419
H 1.459 1.307 -5.615
H 1.573 3.036 -6.023
H -0.949 1.385 -5.859
H -0.155 1.574 -7.418
H -0.501 4.080 -6.517
H -2.599 2.656 -7.908
H -1.331 3.406 -8.804
H -1.981 5.623 -8.101
H -3.013 4.980 -6.817
H -3.560 6.548 -9.496
H -4.623 6.358 -8.068
H -5.145 5.727 -9.671
C -2.106 -1.416 -4.748
O -1.279 -2.450 -5.124
C 0.073 -2.123 -5.256
C 0.841 -3.366 -5.585
N 0.562 -3.885 -6.904
C 1.157 -5.263 -7.165
C 0.665 -6.334 -6.206
O 1.174 -7.564 -6.629
C 0.959 -8.593 -5.752
H -3.113 -1.818 -4.650
H -2.158 -0.659 -5.544
H -1.853 -0.890 -3.805
H 0.478 -1.751 -4.303
H 0.163 -1.354 -6.054
H 0.599 -4.057 -4.737
H 1.914 -3.117 -5.527
H -0.446 -3.911 -7.007
H 2.265 -5.199 -7.141
H 0.851 -5.576 -8.153
H -0.444 -6.263 -6.316
H 0.952 -6.067 -5.190
H 1.312 -8.302 -4.753
H 1.545 -9.440 -6.088
H -0.124 -8.792 -5.708
C 5.001 0.688 7.748
O 5.698 -0.567 7.775
C 7.068 -0.568 8.092
C 7.907 0.031 6.974
N 7.805 -0.837 5.785
C 8.128 -0.207 4.528
C 7.648 -1.094 3.398
O 6.211 -0.991 3.248
C 5.704 -1.928 2.335
H 3.934 0.485 7.647
H 5.335 1.309 6.910
H 5.184 1.239 8.690
H 7.372 -1.614 8.189
H 7.182 -0.102 9.082
H 8.951 0.088 7.266
H 7.551 1.083 6.853
H 6.832 -1.155 5.762
H 9.200 -0.015 4.368
H 7.616 0.770 4.354
H 7.931 -2.142 3.579
H 8.110 -0.759 2.459
H 6.347 -1.997 1.445
H 4.741 -1.528 1.967
H 5.567 -2.942 2.745
C -5.989 0.868 0.449
O -5.279 0.691 1.696
C -5.242 1.872 2.410
C -4.740 1.571 3.812
N -3.437 0.949 3.712
C -2.972 0.701 5.098
C -1.540 0.262 5.211
O -1.342 -1.046 4.682
C -0.039 -1.497 4.624
H -6.987 1.311 0.632
H -6.105 -0.131 0.020
H -5.440 1.548 -0.197
H -6.236 2.371 2.312
H -4.463 2.538 1.950
H -5.482 1.005 4.427
H -4.629 2.554 4.297
H -3.626 0.030 3.335
H -3.582 -0.106 5.557
H -3.113 1.577 5.720
H -1.300 0.264 6.298
H -0.864 0.976 4.717
H 0.125 -2.469 4.163
H 0.322 -1.546 5.668
H 0.616 -0.768 4.128
C 2.483 -10.231 1.706
O 2.834 -9.141 0.823
C 1.739 -8.451 0.259
C 0.875 -9.256 -0.651
N 1.757 -9.713 -1.680
C 1.267 -10.820 -2.525
C 1.196 -12.159 -1.818
O 2.505 -12.437 -1.321
C 2.508 -13.637 -0.551
H 1.685 -9.961 2.421
H 3.406 -10.444 2.253
H 2.251 -11.163 1.166
H 2.289 -7.653 -0.280
H 1.213 -7.954 1.080
H 0.009 -8.713 -1.012
H 0.460 -10.172 -0.152
H 2.580 -10.070 -1.226
H 1.942 -10.901 -3.366
H 0.288 -10.581 -2.960
H 0.973 -13.028 -2.432
H 0.494 -12.245 -0.990
H 1.889 -13.612 0.355
H 3.549 -13.812 -0.288
H 2.176 -14.492 -1.185
C -1.449 -4.538 -1.790
O -2.147 -3.536 -1.659
N -0.967 -4.876 -3.061
N -0.945 -5.228 -0.633
H -0.696 -5.829 -3.239
H -1.389 -4.355 -3.824
H -0.069 -5.727 -0.764
H -1.364 -4.955 0.241
C 3.077 2.077 0.136
O 3.288 1.297 -0.841
N 4.193 2.617 0.896
N 1.770 2.449 0.567
H 4.056 3.066 1.800
H 5.052 2.162 0.635
H 0.910 1.955 0.315
H 1.738 3.309 1.081
C -1.604 6.914 1.351
O -1.021 7.102 2.427
N -1.067 7.396 0.153
N -2.911 6.366 1.272
H -1.471 7.232 -0.769
H -0.070 7.529 0.147
H -3.341 5.931 2.066
H -3.311 6.118 0.369
C 0.443 -5.864 4.000
O 0.067 -4.930 3.350
N 0.210 -7.220 3.623
N 1.082 -5.648 5.266
H 0.283 -7.856 4.404
H -0.542 -7.382 2.942
H 0.962 -4.791 5.775
H 1.648 -6.382 5.645
C 3.331 -1.461 -3.265
O 3.476 -2.430 -3.967
N 3.892 -0.124 -3.774
N 2.735 -1.429 -2.018
H 4.621 -0.220 -4.463
H 4.030 0.549 -3.031
H 2.746 -0.531 -1.531
H 2.319 -2.251 -1.571
C -4.241 -2.576 1.900
O -5.174 -2.764 2.709
N -2.931 -2.175 2.332
N -4.454 -2.638 0.533
H -2.737 -2.010 3.310
H -2.170 -1.955 1.682
H -3.680 -2.959 -0.042
H -5.370 -2.846 0.156
C -3.400 1.954 -3.525
O -4.257 1.448 -2.841
N -2.205 2.419 -2.901
N -3.521 2.196 -4.914
H -1.998 2.112 -1.966
H -1.376 2.510 -3.497
H -2.871 2.864 -5.331
H -4.364 1.942 -5.390
*
```

Results of the Löwdin charge analysis, in e, for atoms 1 through 99: -0.09 -0.23 -0.19 -0.17 -0.07 -0.18 -0.19 -0.25 -0.07 0.09 0.11 0.08 0.11 0.11 0.10 0.11 0.08 0.13 0.11 0.10 0.10 0.08 0.09 0.09 -0.08 -0.22 -0.22 -0.19 -0.04 -0.22 -0.22 -0.24 -0.10 0.08 0.07 0.08 0.12 0.10 0.10 0.11 0.09 0.12 0.12 0.12 0.10 0.09 0.07 0.08 -0.12 -0.19 -0.21 -0.24 -0.05 -0.23 -0.22 -0.20 -0.12 0.09 0.06 0.07 0.12 0.12 0.12 0.13 0.10 0.12 0.12 0.12 0.12 0.10 0.09 0.07 -0.10 -0.23 -0.22 -0.21 -0.07 -0.20 -0.26 -0.17 -0.15 0.10 0.08 0.08 0.11 0.13 0.10 0.13 0.11 0.12 0.12 0.14 0.12 0.09 0.09 0.10 -0.12 -0.21 -0.23

---

# 2
Density functional theory data (the ωB97M-V functional and the def2-TZVPD basis) for C55H39F5N10O4S2SrTe as an isolated structure at a distorted geometry.

The maximum force comes out at 2.5 eV/Å. The HOMO-LUMO gap is 0.221 hartree. For the molar mass, the calculation gives 1278.3 g mol⁻¹. The value obtained for the energy above the lowest of the compared OMol25 structures with the same formula, charge and spin is 0.0 kcal per mole. For the HOMO energy, the calculation gives -0.257 Eh.

ORCA input file:
```
! RIJCOSX wB97M-V def2-TZVPD def2/J DEFGRID3
* xyz 0 1
Sr 0.580 0.320 -0.587
C -4.336 -1.573 -0.139
O -3.493 -0.535 0.344
C -4.080 0.482 1.005
C -5.465 0.575 1.125
C -6.057 1.639 1.780
C -5.278 2.646 2.326
C -3.903 2.561 2.225
C -3.293 1.487 1.594
N -1.831 1.495 1.576
N -1.307 2.040 2.570
C 0.028 2.316 2.786
C 1.164 1.621 2.289
O 1.141 0.560 1.586
C 2.463 2.132 2.687
C 2.620 3.178 3.519
C 1.491 3.841 4.094
C 1.665 4.903 4.998
C 0.588 5.515 5.584
C -0.701 5.059 5.269
C -0.891 4.033 4.378
C 0.201 3.389 3.755
H -5.037 -1.192 -0.884
H -4.868 -2.052 0.687
H -3.670 -2.290 -0.612
H -6.088 -0.182 0.674
H -7.136 1.687 1.842
H -5.730 3.497 2.815
H -3.275 3.342 2.622
H 3.318 1.597 2.292
H 3.614 3.520 3.788
H 2.674 5.226 5.230
H 0.726 6.329 6.283
H -1.563 5.524 5.732
H -1.893 3.701 4.158
C 0.296 0.120 -5.445
C 0.531 0.539 -4.146
N 0.401 -0.293 -3.119
C 0.021 -1.537 -3.384
C -0.294 -1.920 -4.685
N -0.135 -1.105 -5.716
C -0.099 -2.509 -2.249
C -0.060 -3.870 -2.529
C -0.160 -4.795 -1.503
C -0.232 -4.305 -0.209
C -0.207 -2.936 0.015
N -0.176 -2.043 -0.989
C -0.061 -2.466 1.427
C 1.039 -2.914 2.154
N 1.263 -2.531 3.404
C 0.370 -1.698 3.923
C -0.738 -1.267 3.206
N -0.958 -1.645 1.955
C -0.140 -6.253 -1.772
C 0.383 -7.151 -0.846
C 0.390 -8.503 -1.149
N -0.082 -9.009 -2.285
C -0.589 -8.148 -3.162
C -0.641 -6.778 -2.957
H 0.428 0.800 -6.277
H 0.770 1.566 -3.898
H -0.719 -2.891 -4.898
H 0.094 -4.205 -3.544
H -0.304 -4.972 0.639
H 1.764 -3.585 1.703
H 0.533 -1.364 4.941
H -1.459 -0.594 3.657
H 0.797 -6.812 0.094
H 0.798 -9.215 -0.440
H -0.980 -8.573 -4.079
H -1.092 -6.142 -3.707
S 1.483 6.036 0.155
C 1.941 7.673 0.277
C 3.290 7.835 0.177
C 3.965 6.602 -0.004
C 3.114 5.531 -0.039
C 3.455 4.114 -0.181
C 2.470 3.171 -0.550
N 2.691 1.881 -0.606
C 3.919 1.403 -0.318
C 4.984 2.254 -0.007
C 6.277 1.702 0.290
C 6.469 0.368 0.309
C 5.386 -0.537 0.035
C 5.554 -1.928 0.078
C 4.495 -2.763 -0.195
C 3.265 -2.145 -0.492
N 3.069 -0.851 -0.533
C 4.117 -0.033 -0.282
C 4.615 -4.227 -0.205
C 5.717 -4.989 0.060
C 5.477 -6.382 -0.068
C 4.195 -6.657 -0.431
S 3.276 -5.230 -0.619
C 4.721 3.633 0.061
H 1.190 8.432 0.419
H 3.783 8.794 0.225
H 5.036 6.517 -0.116
H 1.456 3.473 -0.801
H 7.091 2.381 0.510
H 7.442 -0.047 0.537
H 6.531 -2.329 0.316
H 2.404 -2.762 -0.731
H 6.676 -4.576 0.334
H 6.226 -7.141 0.098
H 3.742 -7.619 -0.607
H 5.521 4.304 0.350
F -3.994 1.006 -1.936
Te -2.098 0.945 -1.946
F -2.481 2.667 -1.197
F -0.070 2.086 -1.729
F -2.553 -0.571 -3.171
F -1.986 1.868 -3.565
O -1.212 1.078 0.531
O 3.673 -0.164 -3.541
H 3.650 0.484 -4.253
H 3.193 0.255 -2.816
*
```

Results of the Löwdin charge analysis, in e, for atoms 1 through 99: 1.43 -0.06 -0.15 -0.23 -0.01 -0.07 -0.07 0.00 -0.07 -0.16 0.16 -0.10 -0.35 -0.27 0.00 -0.02 -0.18 -0.05 -0.10 -0.09 -0.03 -0.10 0.10 0.10 0.09 0.11 0.11 0.10 0.10 0.11 0.12 0.11 0.10 0.10 0.08 -0.09 -0.13 0.00 -0.23 -0.07 0.12 -0.18 0.05 -0.15 0.03 -0.20 0.08 -0.23 -0.08 0.11 -0.10 -0.10 0.17 -0.17 -0.04 -0.13 0.07 -0.13 0.00 0.12 0.12 0.12 0.11 0.13 0.11 0.11 0.11 0.10 0.11 0.11 0.11 1.09 -0.41 -0.18 -0.12 -0.48 -0.18 -0.08 0.06 -0.18 -0.13 -0.01 -0.01 -0.12 0.06 -0.18 -0.09 0.09 -0.15 -0.46 -0.11 -0.17 -0.39 1.07 0.05 0.07 0.10 0.11 0.10

---

# 3
Density functional theory data (the ωB97M-V functional and the def2-TZVPD basis) for C55H44ClFGeP3Pd as an isolated structure at a distorted geometry.

The maximum force comes out at 2.7 eV/Å. The HOMO-LUMO gap is 0.198 hartree. For the molar mass, the calculation gives 1031.4 g mol⁻¹. The value obtained for the energy above the lowest of the compared OMol25 structures with the same formula, charge and spin is 0.0 kcal per mole. For the HOMO energy, the calculation gives -0.579 Eh.

ORCA input file:
```
! RIJCOSX wB97M-V def2-TZVPD def2/J DEFGRID3
* xyz 3 1
Pd 0.181 -0.442 0.101
F 3.411 1.310 2.629
Ge 1.909 0.919 1.821
C 2.296 -0.977 1.420
C 2.610 -1.636 2.620
C 2.964 -2.970 2.634
C 2.986 -3.713 1.459
C 2.650 -3.116 0.266
C 2.316 -1.750 0.231
P 1.984 -0.918 -1.295
C 3.433 -0.017 -1.840
C 4.526 -0.801 -2.223
C 5.702 -0.187 -2.613
C 5.793 1.201 -2.625
C 4.709 1.978 -2.246
C 3.524 1.371 -1.851
C 1.461 -2.019 -2.584
C 0.603 -3.089 -2.287
C 0.137 -3.897 -3.309
C 0.519 -3.642 -4.622
C 1.357 -2.576 -4.919
C 1.826 -1.758 -3.904
C 0.642 1.048 3.279
C 1.043 1.883 4.320
C 0.248 2.058 5.445
C -0.960 1.384 5.545
C -1.372 0.553 4.513
C -0.584 0.383 3.373
P -1.134 -0.737 2.052
C -0.701 -2.420 2.554
C -0.704 -3.416 1.574
C -0.458 -4.738 1.915
C -0.196 -5.064 3.241
C -0.176 -4.075 4.215
C -0.428 -2.752 3.879
C -2.954 -0.671 2.123
C -3.582 0.566 2.334
C -4.967 0.655 2.376
C -5.739 -0.486 2.184
C -5.123 -1.710 1.980
C -3.735 -1.809 1.963
C 1.644 2.496 0.677
C 2.477 3.552 1.054
C 2.294 4.835 0.550
C 1.250 5.101 -0.325
C 0.423 4.068 -0.726
C 0.621 2.764 -0.255
P -0.389 1.451 -0.985
C -2.150 1.956 -0.755
C -2.446 2.819 0.258
C -3.718 3.418 0.353
C -4.726 3.192 -0.575
C -4.478 2.325 -1.602
C -3.233 1.563 -1.695
C -0.139 1.440 -2.775
C 0.617 2.413 -3.427
C 0.752 2.367 -4.809
C 0.132 1.369 -5.544
C -0.597 0.378 -4.896
C -0.714 0.399 -3.516
H 2.606 -1.090 3.557
H 3.237 -3.438 3.572
H 3.283 -4.753 1.478
H 2.681 -3.686 -0.653
H 4.463 -1.885 -2.215
H 6.550 -0.791 -2.906
H 6.716 1.676 -2.931
H 4.785 3.057 -2.256
H 2.686 1.979 -1.557
H 0.328 -3.303 -1.261
H -0.505 -4.739 -3.085
H 0.167 -4.287 -5.417
H 1.653 -2.388 -5.943
H 2.481 -0.926 -4.136
H 1.999 2.390 4.263
H 0.578 2.709 6.244
H -1.582 1.499 6.423
H -2.316 0.029 4.609
H -0.929 -3.152 0.544
H -0.477 -5.513 1.160
H -0.010 -6.094 3.517
H 0.028 -4.338 5.245
H -0.418 -1.987 4.645
H -2.976 1.445 2.529
H -5.450 1.601 2.584
H -6.819 -0.425 2.224
H -5.723 -2.604 1.864
H -3.269 -2.777 1.841
H 3.281 3.379 1.757
H 2.962 5.630 0.857
H 1.085 6.103 -0.700
H -0.381 4.277 -1.424
H -1.682 3.108 0.969
H -3.892 4.125 1.158
H -5.670 3.715 -0.510
H -5.226 2.175 -2.370
H -2.930 1.208 -2.682
H 1.102 3.204 -2.875
H 1.337 3.125 -5.313
H 0.227 1.355 -6.622
H -1.054 -0.423 -5.462
H -1.220 -0.415 -3.017
Cl -2.760 -1.175 -1.269
C -3.811 0.258 -1.185
H -4.123 0.316 -0.149
H -4.646 -0.006 -1.834
*
```

Results of the Löwdin charge analysis, in e, for atoms 1 through 99: 0.40 -0.23 0.87 -0.28 -0.08 -0.01 -0.02 -0.06 -0.40 1.04 -0.34 -0.07 -0.03 -0.03 -0.04 -0.08 -0.36 -0.10 -0.04 -0.03 -0.04 -0.08 -0.27 -0.07 -0.03 -0.03 -0.09 -0.38 1.02 -0.37 -0.13 -0.06 -0.04 -0.04 -0.06 -0.37 -0.14 -0.07 -0.05 -0.04 -0.08 -0.26 -0.07 -0.01 -0.03 -0.11 -0.40 0.99 -0.21 -0.06 0.07 0.01 0.07 -0.30 -0.36 -0.07 -0.03 -0.03 -0.06 -0.14 0.12 0.13 0.13 0.12 0.12 0.12 0.13 0.12 0.07 0.08 0.12 0.12 0.13 0.12 0.11 0.12 0.12 0.12 0.07 0.12 0.12 0.12 0.11 0.10 0.12 0.12 0.12 0.11 0.11 0.13 0.13 0.12 0.13 0.15 0.14 0.16 0.15 0.09 0.12